16
Properties=species:S:1:pos:R:3:mulliken_charge:R:1 method="wB97M-V/def2-TZVPD" e_above_lowest_kcal_mol=3.2 energy_ha=-271.7475 homo_ev=-9.5734 lumo_energy_ev=0.981 smiles="CCC(=O)CC"
C -1.63963 0.90547 1.69344 -1.10
C -0.99073 1.00178 0.29942 -0.36
C -0.02504 -0.15087 0.10929 0.53
O -0.01194 -1.03786 0.93551 -0.58
C 0.88179 -0.18616 -1.10509 -0.38
C 1.77243 -1.41762 -1.13428 -1.15
H -2.39656 1.68331 1.79116 0.37
H -2.14877 -0.06417 1.89990 0.26
H -0.90028 1.01105 2.49522 0.31
H -0.47641 1.94842 -0.00508 0.31
H -1.78879 0.90768 -0.44766 0.26
H 1.48883 0.72654 -1.12386 0.30
H 0.24497 -0.14314 -1.99840 0.28
H 1.16451 -2.32493 -1.13979 0.29
H 2.41301 -1.40895 -2.02053 0.37
H 2.41261 -1.45058 -0.24926 0.29

128
Properties=species:S:1:pos:R:3:mulliken_charge:R:1 method="wB97M-V/def2-TZVPD" energy_ha=-3616.0303 homo_ev=-9.2628 lumo_energy_ev=-0.942 smiles="CC(=O)NCCCC[C@@H]1OC(=O)O[C@]1(CN)C[C@H](C)O.O=[N+]([O-])c1ccccc1.O=[N+]([O-])c1ccccc1.O=[N+]([O-])c1ccccc1.O=[N+]([O-])c1ccccc1.O=[N+]([O-])c1ccccc1.O=[N+]([O-])c1ccccc1"
C 1.40964 -2.14982 0.37865 -0.61
C 0.30040 -1.96910 -0.74965 0.26
O -0.86449 -1.90730 -0.37649 -0.54
N 0.73977 -1.91880 -2.14122 -0.26
C 0.64037 -0.54850 -2.73373 -0.64
C -0.84521 -0.28729 -3.26559 -0.44
C -1.73076 0.59761 -2.26342 -0.28
C -3.29503 0.35342 -2.57265 -0.82
C -3.88105 -0.97296 -1.86525 0.01
O -3.63648 -2.15507 -2.64094 -0.44
C -4.58454 -2.07863 -3.71530 0.37
O -4.44210 -2.59707 -4.77879 -0.53
O -5.68200 -1.30592 -3.23402 -0.50
C -5.48838 -1.07414 -1.78977 2.02
C -6.12036 -2.39723 -1.17060 -1.45
N -5.62265 -2.73994 0.19911 -0.48
C -6.31992 0.16708 -1.21652 -1.60
C -5.59310 0.99820 -0.07316 0.97
C -5.88842 0.50718 1.40643 -1.42
O -6.14308 2.36749 -0.15870 -0.58
H 2.41301 -1.71253 0.07732 0.32
H 1.53318 -3.27809 0.51545 0.20
H 1.06216 -1.74171 1.37119 0.09
H 0.11709 -2.51317 -2.70621 0.39
H 1.33866 -0.50597 -3.62028 0.33
H 0.95217 0.27237 -2.00546 0.29
H -0.73308 0.28569 -4.24897 0.34
H -1.42375 -1.23307 -3.48684 0.26
H -1.49741 1.68339 -2.53462 0.02
H -1.44822 0.48492 -1.17775 0.24
H -3.85621 1.29070 -2.25713 0.16
H -3.38740 0.31892 -3.70910 0.30
H -3.41952 -0.94411 -0.83650 0.75
H -7.24085 -2.20270 -1.06982 0.48
H -6.02673 -3.31878 -1.81650 0.30
H -5.14859 -3.64628 0.13298 0.13
H -6.47138 -2.94325 0.75150 0.27
H -7.35885 -0.08199 -0.85258 0.40
H -6.46500 0.88678 -2.09309 0.30
H -4.47622 1.10341 -0.19593 0.11
H -5.85705 -0.61072 1.55310 0.26
H -6.84619 0.94599 1.81422 0.34
H -5.04965 0.93077 2.05885 0.33
H -5.45298 3.00760 0.10224 0.29
C -2.62102 6.25428 -5.30786 -0.29
C -2.13474 5.02395 -4.87898 -0.62
C -2.50705 4.52251 -3.63880 0.35
C -3.37101 5.25990 -2.83735 -0.31
C -3.85600 6.49411 -3.25503 -0.45
C -3.47675 6.99013 -4.49554 -0.67
N -3.78645 4.72302 -1.53876 1.06
O -3.32730 3.64402 -1.19310 -0.56
O -4.57060 5.37982 -0.87608 -0.62
H -2.33266 6.64139 -6.28045 0.54
H -1.46656 4.45378 -5.51470 0.39
H -2.12199 3.56316 -3.31570 0.37
H -4.52577 7.07483 -2.63218 0.47
H -3.85119 7.94995 -4.83251 0.41
C 2.79803 6.71933 -9.31304 -0.39
C 1.79899 5.85358 -8.88299 -0.48
C 0.52426 6.33821 -8.62161 -0.17
C 0.26043 7.69176 -8.79882 0.09
C 1.25575 8.56510 -9.22130 -0.38
C 2.52878 8.07327 -9.47796 -0.43
N -1.09051 8.20319 -8.54806 1.01
O -1.93638 7.41027 -8.15925 -0.66
O -1.29499 9.38704 -8.74450 -0.59
H 3.79155 6.33670 -9.52178 0.37
H 2.01401 4.79889 -8.75447 0.37
H -0.24646 5.65432 -8.28712 0.43
H 1.05653 9.62139 -9.35627 0.44
H 3.31177 8.74489 -9.81068 0.37
C -0.11728 -2.52008 6.51835 -0.44
C 0.74208 -1.58555 7.08538 -0.56
C 1.72430 -0.98348 6.30987 -0.59
C 1.83381 -1.32182 4.96592 0.50
C 0.98346 -2.26047 4.39338 0.16
C 0.00538 -2.86044 5.17639 -0.93
N 2.85305 -0.66999 4.13914 1.35
O 3.59360 0.13111 4.67704 -0.67
O 2.88883 -0.95051 2.94946 -0.64
H -0.88717 -2.98471 7.12554 0.39
H 0.64371 -1.32419 8.13295 0.38
H 2.38825 -0.25676 6.76242 0.46
H 1.06771 -2.53151 3.34869 0.29
H -0.66481 -3.59184 4.73922 0.46
C 5.99494 2.11043 4.13292 -0.50
C 6.40546 0.95301 4.78297 0.03
C 7.50524 0.98427 5.63054 -0.38
C 8.18414 2.18259 5.82316 -0.01
C 7.78454 3.34282 5.17105 -0.41
C 6.68504 3.30262 4.32257 -0.44
N 9.33041 2.22472 6.73681 1.01
O 9.66473 1.18268 7.27769 -0.61
O 9.88235 3.29895 6.90747 -0.61
H 5.13207 2.08297 3.47617 0.43
H 5.86527 0.02702 4.63064 0.19
H 7.81622 0.07574 6.13215 0.50
H 8.31258 4.27797 5.31365 0.44
H 6.36280 4.20247 3.81104 0.36
C -4.04463 -6.54673 0.27079 -0.55
C -2.75109 -6.16564 -0.06717 -0.41
C -1.73239 -6.25563 0.87222 -0.25
C -2.02041 -6.73307 2.14569 0.03
C -3.31300 -7.10922 2.49362 -0.42
C -4.32719 -7.01353 1.54962 -0.44
N -0.94224 -6.85283 3.13313 1.07
O 0.17563 -6.49569 2.79968 -0.60
O -1.22432 -7.30575 4.23017 -0.61
H -4.83744 -6.48003 -0.46756 0.47
H -2.53661 -5.80054 -1.06524 0.41
H -0.72820 -5.95574 0.59813 0.46
H -3.54332 -7.47715 3.48621 0.45
H -5.33824 -7.30623 1.80903 0.39
C 7.73640 -5.34697 4.82035 -0.44
C 6.78880 -5.95948 4.00785 -0.52
C 5.62718 -5.28195 3.66197 -0.36
C 5.42734 -3.98899 4.13246 0.18
C 6.36643 -3.37246 4.95141 -0.09
C 7.52426 -4.05756 5.29507 -0.63
N 4.21469 -3.26093 3.74975 0.96
O 3.40345 -3.83630 3.04698 -0.59
O 4.08496 -2.11210 4.15436 -0.60
H 8.64553 -5.87700 5.08420 0.39
H 6.95799 -6.96555 3.64140 0.38
H 4.89575 -5.76900 3.02829 0.46
H 6.21299 -2.36686 5.32469 0.32
H 8.26460 -3.58529 5.93070 0.39

15
Properties=species:S:1:pos:R:3:mulliken_charge:R:1 method="wB97M-V/def2-TZVPD" e_above_lowest_kcal_mol=75.9 energy_ha=-250.5459 homo_ev=-8.7130 lumo_energy_ev=0.937 smiles="[H]/N=C1/CC1(C)C"
C 1.38330 0.04673 0.09143 0.58
C 0.94521 0.66513 -1.11006 -1.06
C -0.13163 -0.07723 0.12675 0.94
C -0.74987 -1.30833 -0.39606 -1.28
C -0.97239 0.99258 0.76552 -1.41
N 2.37153 -0.24515 0.75127 -0.73
H 0.60116 1.62402 -0.93766 0.34
H 1.19053 0.33102 -2.05942 0.35
H -0.05823 -2.03519 -0.72920 0.38
H -1.59294 -1.11299 -1.26021 0.22
H -1.25734 -1.90499 0.42370 0.34
H -1.79905 1.31236 0.02152 0.31
H -0.58362 1.86804 1.03509 0.45
H -1.51121 0.52164 1.69755 0.28
H 2.16457 -0.67763 1.57979 0.28

22
Properties=species:S:1:pos:R:3:mulliken_charge:R:1 method="wB97M-V/def2-TZVPD" e_above_lowest_kcal_mol=20.6 energy_ha=-2994.2120 homo_ev=-13.9249 lumo_energy_ev=-4.523 total_charge=+1
C -1.09255 -2.14133 -0.69615 -0.25
C -0.41977 1.72152 -0.07349 0.46
C 0.58863 2.48322 -0.92875 -1.11
C 1.62295 -1.44407 1.02763 -0.84
C -0.15399 -1.03684 -0.46918 -0.36
C -1.14218 0.60580 -0.74388 -0.53
N -0.59114 2.20053 1.08003 -0.57
N 0.29122 -0.82907 0.92951 -0.02
O -1.85413 -2.50206 0.15789 -0.40
Br -3.00595 0.28903 -0.10479 0.01
H -1.25433 -2.33946 -1.68571 0.47
H 0.86593 1.66809 -1.65294 0.32
H 1.51893 2.70713 -0.48164 0.32
H 0.10703 3.39574 -1.19736 0.33
H 1.65524 -2.58155 0.67057 0.32
H 2.36441 -0.80680 0.41901 0.36
H 1.95243 -1.66326 2.08422 0.35
H 0.81308 -0.94731 -1.07852 0.45
H -1.02805 0.60656 -1.80754 0.66
H -1.12895 1.73666 1.79212 0.26
H -0.46340 -1.27730 1.47059 0.45
H 0.35460 0.15476 1.28839 0.33

19
Properties=species:S:1:pos:R:3:mulliken_charge:R:1 method="wB97M-V/def2-TZVPD" e_above_lowest_kcal_mol=106.6 energy_ha=-273.7386 homo_ev=-7.7371 lumo_energy_ev=0.787 smiles="C=C(/C=C/C)CC"
C -2.58579 0.99627 -0.03163 -1.07
C -1.66299 -0.28821 0.15357 -0.57
C -0.29037 0.40663 0.57485 0.42
C 0.02903 1.14376 1.64467 -0.64
C 2.72263 -1.26282 -1.06232 -1.13
C 1.31969 -1.05480 -0.48799 0.03
C 0.61333 0.08105 -0.51675 -0.52
H -2.39855 1.27225 -1.04862 0.28
H -2.40780 1.77493 0.69477 0.34
H -3.59662 0.62825 0.14160 0.32
H -1.90695 -0.85290 1.08126 0.32
H -1.41674 -0.91388 -0.69654 0.38
H -0.70441 1.61385 2.30657 0.29
H 1.14687 1.46192 1.83773 0.24
H 2.74878 -1.19559 -2.31340 0.20
H 3.29340 -0.32703 -0.82725 0.29
H 3.26495 -2.16797 -0.88446 0.35
H 0.60375 -1.93814 -0.34889 0.23
H 0.50012 0.51304 -1.58918 0.23

35
Properties=species:S:1:pos:R:3:mulliken_charge:R:1 method="wB97M-V/def2-TZVPD" e_above_lowest_kcal_mol=0.0 energy_ha=-3125.3633 homo_ev=-7.6728 lumo_energy_ev=0.212
Li 0.09135 0.09828 -1.34098 0.50
Br -0.11354 1.18303 -3.52270 -0.83
C -3.47350 0.69671 0.76493 -1.31
C -2.46202 -0.45961 0.60671 0.44
C -3.16148 -1.81234 0.59140 -1.32
O -1.72132 -0.25514 -0.58749 -0.34
H -2.92786 1.63938 0.77376 0.29
H -3.97852 0.65300 1.73359 0.39
H -4.20542 0.62198 -0.03865 0.37
H -1.78665 -0.40729 1.46588 0.26
H -3.43651 -2.19360 1.57498 0.38
H -2.49099 -2.55294 0.14860 0.29
H -4.07221 -1.78662 -0.01327 0.34
H -2.35427 -0.30150 -1.32142 0.25
C 3.00511 1.40470 -0.47121 -1.21
C 1.92069 1.92925 0.43330 0.60
C 1.54032 3.36536 0.05365 -1.39
O 0.76152 1.09495 0.36124 -0.22
H 3.21875 0.33784 -0.42245 0.19
H 3.94743 1.89788 -0.20458 0.44
H 2.87652 1.68178 -1.52003 0.33
H 2.25973 2.08030 1.46535 0.16
H 1.10907 3.38420 -0.95860 0.30
H 2.37438 4.06175 -0.01554 0.40
H 0.71598 3.73461 0.66814 0.36
H 0.21501 1.33155 1.11824 0.16
C 1.57451 -2.38468 0.81888 -0.98
C 0.97339 -2.63367 -0.54955 -0.03
O 1.15592 -1.45351 -1.36093 -0.28
H 2.64274 -2.16112 0.70474 0.27
H 1.62723 -3.33950 1.35230 0.40
H 1.17411 -1.55824 1.39536 0.20
H -0.10619 -2.78701 -0.53177 0.00
H 1.41101 -3.50727 -1.02941 0.37
H 1.69571 -1.60251 -2.14249 0.22

20
Properties=species:S:1:pos:R:3:mulliken_charge:R:1 method="wB97M-V/def2-TZVPD" e_above_lowest_kcal_mol=66.3 energy_ha=-344.6612 homo_ev=-13.8838 lumo_energy_ev=-2.889 smiles=CN[C@H](O)[NH+](C)C total_charge=+1
C -2.47549 0.56922 0.08269 -0.83
C 2.30464 -0.66101 -0.49542 -0.89
C 1.05967 0.56256 1.28790 -0.86
C -0.35522 -0.70830 -0.65616 0.06
N -1.41282 0.26661 -0.89831 -0.27
N 1.06421 0.09895 -0.11771 -0.13
O -0.58644 -1.69623 0.30130 -0.47
H -3.23463 1.09387 -0.47201 0.35
H -2.89991 -0.35980 0.54229 0.30
H -2.06139 1.16887 0.92293 0.22
H 2.51444 -1.66938 0.05253 0.30
H 2.22422 -0.91306 -1.50753 0.40
H 3.09317 0.02658 -0.28392 0.41
H 1.16527 -0.17323 2.11316 0.36
H 1.88969 1.32445 1.40865 0.36
H 0.21241 1.02348 1.70919 0.31
H 0.06087 -1.19584 -1.56379 0.36
H -1.62089 0.26683 -1.91138 0.28
H 1.11010 1.00588 -0.68683 0.40
H -1.20002 -1.54318 1.04899 0.35

31
Properties=species:S:1:pos:R:3:mulliken_charge:R:1 method="wB97M-V/def2-TZVPD" e_above_lowest_kcal_mol=0.0 energy_ha=-539.8977 homo_ev=-4.9801 lumo_energy_ev=2.026 total_charge=-1
Rb 0.75827 -1.18251 0.09438 0.63
F 0.96940 -1.56397 2.85318 -0.93
B 3.45284 -2.03830 -0.68773 0.62
H 2.76875 -1.65169 -1.61177 -0.39
H 4.53479 -2.46810 -1.05770 -0.25
H 3.63897 -1.16192 0.11645 -0.32
H 2.80493 -2.96075 -0.23871 -0.36
C -3.13156 -0.18007 -2.42231 -1.27
C -3.18189 -1.37073 -1.45423 0.71
C -3.98314 -2.49040 -2.06122 -1.49
O -1.84211 -1.80177 -1.20243 -0.43
H -2.66547 0.68725 -1.94953 0.32
H -4.14304 0.08435 -2.72049 0.38
H -2.49423 -0.43853 -3.26894 0.30
H -3.64730 -1.02411 -0.52903 0.15
H -4.91333 -2.16480 -2.52537 0.36
H -4.23832 -3.28444 -1.35172 0.36
H -3.41242 -2.99132 -2.85301 0.40
H -1.78093 -2.74306 -1.39684 0.25
C 1.35751 2.67965 3.23539 -1.33
C 1.41821 2.31228 1.76443 0.66
C 2.29505 3.24192 0.96609 -1.39
O 1.93127 1.00056 1.58042 -0.48
H 2.35562 2.59381 3.67052 0.32
H 0.66791 2.04184 3.78977 0.36
H 1.00041 3.70659 3.36589 0.38
H 0.38565 2.37159 1.36999 0.12
H 3.31440 3.20147 1.36471 0.34
H 1.96467 4.27982 1.01681 0.38
H 2.35759 2.89725 -0.06572 0.30
H 1.45754 0.41809 2.20873 0.30